[1]
{
  "formula": "C5H11N",
  "method": "the ωB97M-V functional and the def2-TZVPD basis",
  "mol_weight_da": 85.15,
  "charge": 0,
  "homo_lumo_gap_ev": 10.15,
  "e_homo_ev": -9.027,
  "smiles": "CC[C@@H]1CCN1",
  "relative_energy_kj_mol": 127.3,
  "elements": ["H", "C", "C", "H", "N", "C", "H", "H", "H", "H", "H", "H", "H", "H", "H", "C", "C"],
  "positions_angstrom": [[-1.714, -1.280, 0.727], [-1.163, -0.752, -0.082], [1.171, -0.081, 0.989], [-1.518, -1.155, -1.057], [1.138, -0.452, -1.143], [0.363, -0.984, 0.031], [-1.403, 1.231, 0.808], [0.486, -0.068, -1.843], [0.602, 0.410, 1.769], [1.133, 1.629, -0.350], [-2.845, 0.733, -0.018], [-1.339, 1.193, -0.982], [0.553, -2.039, 0.327], [1.950, -0.666, 1.512], [2.676, 0.918, -0.368], [-1.739, 0.683, -0.075], [1.649, 0.679, -0.244]],
  "lowdin_charge": [0.108, -0.223, -0.142, 0.108, 0.002, -0.346, 0.058, 0.085, 0.093, 0.095, 0.076, 0.072, 0.128, 0.107, 0.081, -0.120, -0.182]
}

---

[2]
{
  "formula": "C23H51CuN3O4SSiV",
  "method": "the ωB97M-V functional and the def2-TZVPD basis",
  "mol_weight_da": 608.32,
  "charge": 2,
  "homo_lumo_gap_ev": [5.76, 5.74],
  "e_homo_ev": [-14.781, -14.781],
  "elements": ["H", "C", "H", "C", "C", "H", "C", "C", "H", "H", "H", "H", "H", "H", "C", "H", "C", "O", "H", "C", "C", "H", "N", "C", "H", "H", "Cu", "C", "H", "C", "N", "C", "H", "H", "C", "C", "C", "O", "C", "H", "H", "O", "H", "H", "H", "N", "V", "H", "H", "H", "C", "H", "H", "H", "O", "H", "H", "C", "C", "H", "H", "C", "H", "H", "H", "H", "C", "H", "Si", "C", "H", "H", "H", "H", "H", "H", "S", "H", "H", "H", "H", "H", "H", "H", "H"],
  "positions_angstrom": [[-2.358, 3.269, 1.609], [3.783, -3.296, 2.349], [-0.053, 0.446, -2.295], [5.580, 0.363, 3.121], [-0.052, 4.080, 0.372], [6.170, 0.646, 2.241], [4.676, -3.619, 3.537], [2.392, -3.884, 2.556], [5.859, 1.526, 0.215], [-3.466, -2.444, -2.138], [6.291, -1.501, -1.939], [2.327, 0.955, 4.171], [4.793, -4.706, 3.625], [-2.633, -3.967, -2.500], [-1.865, 2.148, -0.842], [-0.803, -3.031, 0.577], [3.836, 0.892, -1.526], [-1.204, -1.717, 4.151], [0.798, -2.906, -1.444], [0.923, 2.223, 1.699], [-1.095, -1.180, 3.097], [-0.207, -4.282, -1.981], [-0.785, 1.701, 0.040], [-1.439, 2.883, 2.068], [0.789, 1.235, 2.163], [5.485, -0.729, 3.166], [-3.029, -0.401, -1.447], [4.411, -3.821, 1.065], [3.384, 3.042, 3.133], [5.422, -0.900, -2.230], [-1.237, -1.061, -1.353], [4.363, 2.547, 3.181], [-0.144, -1.082, -3.203], [4.843, 2.826, 4.129], [6.153, 0.875, -0.619], [-0.339, 2.715, 1.015], [3.337, 0.527, 4.242], [3.548, 0.771, 1.820], [-0.087, -3.187, -2.032], [-1.502, 2.343, -1.864], [-2.299, 3.072, -0.435], [3.665, -1.840, 2.298], [-0.951, 4.550, -0.044], [1.740, -3.658, 1.705], [6.122, 0.694, 4.019], [-1.014, -0.658, 2.006], [-0.515, -0.112, 0.225], [1.201, 2.932, 2.488], [1.938, -3.492, 3.475], [7.004, 0.258, -0.306], [4.994, 0.007, -1.085], [-2.537, -2.681, 0.355], [6.476, 1.514, -1.454], [2.476, -4.975, 2.649], [4.604, -0.886, 0.012], [3.761, -3.646, 0.199], [4.151, 1.489, -2.398], [-0.713, -0.387, -2.578], [-1.655, -3.134, -0.109], [-2.271, -2.520, -3.479], [4.235, -3.251, 4.472], [-1.363, -2.543, -1.485], [0.345, 4.755, 1.144], [5.391, -3.359, 0.895], [0.084, -2.925, -3.085], [-1.522, 0.029, -3.208], [-2.502, -2.878, -2.467], [3.549, 1.594, -0.732], [3.398, -0.719, 1.126], [4.214, 1.034, 3.103], [0.702, 4.000, -0.422], [3.780, 0.823, 5.204], [5.699, -0.295, -3.106], [4.607, -1.572, -2.523], [2.969, 0.287, -1.811], [-1.106, 3.586, 2.841], [1.559, -1.012, 0.157], [-1.671, 1.917, 2.536], [3.266, -0.566, 4.218], [1.765, 2.162, 0.999], [4.557, -4.908, 1.155], [5.671, -3.176, 3.411], [-1.867, -4.204, -0.241], [-2.711, 1.409, -0.905], [4.990, 2.919, 2.362]],
  "lowdin_charge": [0.090, -0.621, 0.084, -0.011, -0.011, 0.083, -0.018, -0.026, 0.076, 0.087, 0.099, 0.082, 0.102, 0.121, -0.070, 0.069, -0.061, 0.204, 0.038, -0.064, -0.347, 0.118, -0.132, -0.013, 0.056, 0.075, 0.591, -0.027, 0.072, -0.021, -0.288, -0.016, 0.099, 0.103, -0.017, -0.627, -0.015, -0.169, -0.040, 0.119, 0.102, -0.157, 0.088, 0.056, 0.108, 0.011, 0.773, 0.105, 0.095, 0.103, -0.620, 0.088, 0.104, 0.103, -0.135, 0.080, 0.107, -0.091, -0.038, 0.105, 0.097, -0.649, 0.114, 0.100, 0.090, 0.105, -0.012, 0.077, -0.018, -0.608, 0.104, 0.106, 0.099, 0.088, 0.044, 0.115, 0.678, 0.080, 0.076, 0.081, 0.105, 0.095, 0.114, 0.061, 0.093]
}

---

[3]
{
  "formula": "C18H57AgF3O14",
  "method": "the ωB97M-V functional and the def2-TZVPD basis",
  "mol_weight_da": 662.50,
  "charge": -1,
  "multiplicity": 3,
  "s_squared": 2.009,
  "homo_lumo_gap_ev": [2.87, 4.94],
  "e_homo_ev": [-0.752, -4.781],
  "elements": ["H", "C", "O", "H", "H", "H", "H", "C", "O", "H", "C", "H", "H", "H", "C", "C", "H", "H", "H", "O", "C", "H", "H", "H", "H", "H", "H", "H", "H", "H", "H", "H", "F", "O", "H", "F", "O", "C", "H", "H", "H", "O", "H", "H", "O", "H", "C", "C", "O", "H", "C", "H", "H", "C", "H", "H", "C", "H", "H", "O", "H", "H", "C", "C", "H", "H", "H", "O", "H", "H", "H", "C", "C", "F", "C", "H", "H", "H", "H", "O", "O", "O", "Ag", "H", "C", "O", "H", "H", "H", "H", "H", "H", "H"],
  "positions_angstrom": [[1.683, -2.264, 2.956], [-3.624, -2.121, -1.636], [-1.025, 4.268, -1.101], [1.261, -3.830, 3.698], [-3.785, -1.729, -0.631], [2.213, 1.718, -1.603], [-1.720, -2.561, -4.187], [-0.759, -2.725, -4.675], [-2.513, -4.012, 2.791], [-0.261, -1.977, -1.292], [-0.455, -0.601, 0.433], [2.959, -4.218, -2.514], [-1.043, 5.629, -2.647], [0.951, -3.550, 1.982], [-3.128, 3.617, 1.704], [2.742, -0.662, 6.406], [0.140, 4.406, -2.858], [3.188, -1.519, -0.578], [2.643, -2.715, -4.306], [-0.289, -2.498, 3.297], [1.437, 0.046, 5.924], [4.688, -1.644, 0.508], [-3.545, 0.746, -3.344], [-4.463, 1.828, -4.296], [0.314, 5.734, -1.604], [3.816, -1.698, -3.523], [1.248, 0.856, 6.628], [3.083, 2.090, -0.113], [-1.941, -0.069, -1.153], [-1.036, -1.373, 0.938], [-3.819, -1.371, -2.402], [1.565, 0.941, -4.070], [2.483, -1.434, 7.472], [0.344, 0.018, 1.417], [2.614, 3.275, -1.293], [3.181, -1.462, 5.421], [-1.755, 3.981, 1.728], [-1.358, 0.399, -0.359], [-3.327, -2.819, 1.265], [3.383, 1.739, 4.891], [-3.317, 2.845, 0.957], [1.587, 0.679, 4.623], [-5.300, -3.069, -1.345], [-1.632, 4.375, 0.861], [1.000, 2.402, -0.114], [-0.410, 3.662, -0.681], [3.832, -1.059, 0.171], [0.606, 1.212, -3.628], [-4.477, -3.251, -1.804], [-1.256, 1.118, -3.941], [3.076, -2.475, -3.335], [2.289, -2.053, -2.708], [-2.620, -2.540, -1.695], [-0.341, 5.010, -2.088], [1.909, 2.632, 5.134], [-0.786, -3.643, -5.263], [-3.612, 1.800, -3.616], [-2.672, 3.305, -4.429], [4.290, -0.176, -0.275], [-0.491, 0.697, -4.338], [0.655, 0.665, -2.686], [1.303, 2.523, 2.734], [2.325, 2.408, 3.096], [0.333, -1.455, -0.542], [2.318, -0.402, 1.205], [-0.552, -0.882, -5.134], [0.632, 2.293, -3.491], [3.654, -3.586, -2.714], [-3.191, -3.549, 3.289], [0.055, -2.952, -3.987], [-3.895, 2.268, -2.673], [0.961, -3.081, 2.966], [-2.893, -3.807, 1.419], [3.755, 0.142, 6.745], [2.371, 1.870, 4.507], [-0.978, -3.136, 3.097], [2.865, 1.697, 2.472], [-3.510, 3.355, 2.691], [-2.015, -3.791, 0.773], [-2.479, 2.436, -4.071], [0.274, -0.731, 5.834], [3.209, -0.716, 1.375], [-0.414, -0.211, 3.560], [0.913, -2.232, -0.045], [2.256, 2.399, -0.753], [-0.531, -1.702, -5.634], [1.013, 1.630, 0.456], [-1.953, 1.024, 0.306], [-0.796, 1.173, -0.881], [1.048, -0.832, -1.079], [-3.772, 4.445, 1.407], [-3.580, -4.531, 0.981], [2.854, 3.358, 3.020]],
  "lowdin_charge": [0.063, -0.165, -0.129, 0.075, 0.070, 0.051, 0.069, -0.162, -0.135, 0.059, -0.563, 0.078, 0.070, 0.071, -0.183, -0.566, 0.061, 0.049, 0.074, -0.243, -0.334, 0.081, 0.065, 0.083, 0.081, 0.084, 0.165, 0.074, 0.044, 0.083, 0.061, 0.086, 0.141, -0.378, 0.077, 0.149, -0.128, -0.041, 0.062, 0.112, 0.059, -0.194, 0.069, 0.027, -0.130, 0.035, -0.171, -0.136, -0.131, 0.036, -0.186, 0.052, 0.069, -0.156, 0.114, 0.072, -0.162, 0.107, 0.061, -0.121, 0.053, 0.076, -0.064, -0.080, 0.012, 0.008, 0.072, -0.110, 0.081, 0.054, 0.087, -0.137, -0.152, 0.145, -0.255, 0.019, 0.062, 0.070, 0.076, -0.106, -0.052, -0.132, 0.558, 0.066, -0.148, -0.129, 0.029, 0.062, 0.043, 0.047, 0.063, 0.074, 0.080]
}

---

[4]
{
  "formula": "C18H48O18S6",
  "method": "the ωB97M-V functional and the def2-TZVPD basis",
  "mol_weight_da": 744.97,
  "charge": 0,
  "homo_lumo_gap_ev": 10.75,
  "e_homo_ev": -10.842,
  "smiles": "CCOS(C)(=O)=O.CCOS(C)(=O)=O.CCOS(C)(=O)=O.CCOS(C)(=O)=O.CCOS(C)(=O)=O.CCOS(C)(=O)=O",
  "relative_energy_kj_mol": 14.8,
  "elements": ["H", "H", "H", "H", "S", "O", "O", "H", "H", "C", "O", "S", "O", "H", "O", "H", "H", "H", "O", "H", "C", "H", "H", "O", "H", "C", "H", "H", "H", "H", "H", "H", "H", "C", "C", "H", "H", "H", "H", "S", "C", "H", "O", "H", "O", "O", "H", "O", "H", "H", "C", "C", "C", "C", "H", "O", "H", "H", "H", "C", "H", "H", "O", "H", "O", "H", "H", "C", "S", "H", "O", "O", "H", "C", "H", "H", "C", "O", "C", "H", "H", "H", "C", "C", "H", "H", "S", "S", "O", "C"],
  "positions_angstrom": [[24.949, -0.301, 0.653], [24.941, 4.345, -1.687], [26.701, 0.562, -9.082], [25.980, 3.304, -0.678], [20.260, 2.691, -5.062], [16.322, -1.828, -7.131], [25.439, -1.330, -1.800], [18.826, 2.456, -7.953], [24.137, -0.962, -4.688], [21.248, 1.282, -4.659], [18.252, -2.021, -5.608], [16.860, -1.787, -5.823], [25.347, 1.054, -1.758], [19.410, 6.592, -2.010], [19.173, 2.043, -5.991], [22.668, 3.329, -9.262], [20.526, 2.076, -7.613], [27.507, 0.544, -7.501], [25.713, -1.536, -7.565], [20.597, 0.674, -4.035], [25.543, 3.434, -1.665], [23.359, 3.235, -5.622], [21.493, 0.737, -5.570], [26.825, -2.181, -9.555], [22.156, 1.588, -4.148], [18.215, 5.633, -6.848], [16.153, -3.869, -5.011], [24.935, 5.116, -8.213], [17.201, -0.508, -3.249], [24.336, 2.294, -3.019], [18.242, 0.317, -4.388], [17.802, 5.745, -2.132], [16.471, 2.060, -4.673], [18.429, 6.563, -2.482], [24.236, -1.231, -5.740], [24.527, 4.163, -4.575], [17.299, 2.011, -3.071], [26.304, 3.502, -2.438], [23.481, 0.670, 0.256], [17.163, 6.851, -6.109], [17.197, 0.153, -4.122], [19.493, 0.150, -8.743], [17.275, 6.529, -4.568], [19.227, 5.980, -6.636], [23.358, -0.180, -2.453], [15.806, 6.621, -6.458], [25.030, 4.022, -9.624], [26.613, 4.168, -6.492], [23.912, 4.878, -6.093], [23.387, -1.080, 0.266], [25.685, -1.235, -6.140], [24.560, 4.195, -8.660], [19.497, 1.799, -7.399], [27.490, 0.101, -8.496], [16.271, -2.633, -3.738], [28.077, -2.191, -7.417], [23.699, 2.292, -1.346], [17.910, 7.478, -2.185], [26.192, -2.040, -5.606], [15.938, -2.835, -4.754], [23.800, -2.226, -5.836], [14.877, -2.631, -4.866], [17.781, 8.113, -6.328], [23.681, -0.561, -6.400], [21.026, 3.628, -5.821], [19.207, 7.354, -4.326], [15.623, 1.446, -3.303], [24.598, 2.286, -1.959], [25.531, 3.253, -6.439], [18.078, 5.709, -7.922], [16.487, -0.354, -5.252], [25.698, 1.937, -5.915], [26.212, -0.300, -5.982], [24.167, 3.953, -5.579], [28.474, 0.169, -8.950], [22.684, 5.082, -9.313], [23.064, 4.219, -8.766], [24.963, 3.031, -7.886], [24.044, -0.239, 0.055], [19.672, -0.352, -7.060], [18.112, 0.162, -7.604], [22.566, 4.212, -7.792], [19.176, 0.361, -7.721], [16.618, 1.500, -3.747], [19.087, 5.589, -4.270], [18.098, 4.672, -6.356], [27.107, -1.611, -8.284], [24.523, -0.288, -1.626], [19.573, 3.135, -3.897], [18.594, 6.519, -3.983]],
  "lowdin_charge": [0.080, 0.084, 0.072, 0.085, 0.532, -0.253, -0.234, 0.124, 0.057, -0.090, -0.273, 0.540, -0.247, 0.082, -0.271, 0.086, 0.107, 0.054, -0.253, 0.077, -0.054, 0.044, 0.073, -0.269, 0.056, -0.120, 0.079, 0.118, 0.123, 0.095, 0.087, 0.082, 0.085, -0.060, -0.056, 0.068, 0.074, 0.084, 0.067, 0.548, -0.274, 0.094, -0.242, 0.065, -0.288, -0.259, 0.128, -0.251, 0.075, 0.080, -0.244, -0.235, -0.217, -0.116, 0.066, -0.269, 0.114, 0.084, 0.124, -0.117, 0.088, 0.079, -0.274, 0.075, -0.292, 0.123, 0.081, -0.252, 0.538, 0.081, -0.241, -0.272, 0.083, -0.113, 0.076, 0.089, -0.069, -0.249, -0.120, 0.074, 0.067, 0.049, -0.051, -0.058, 0.085, 0.062, 0.540, 0.527, -0.260, -0.271]
}

---

[5]
{
  "formula": "C14H19NO4S",
  "method": "the ωB97M-V functional and the def2-TZVPD basis",
  "mol_weight_da": 297.38,
  "charge": 0,
  "homo_lumo_gap_ev": 10.12,
  "e_homo_ev": -9.752,
  "smiles": "C#CCCC[C@@]1(O)CCOS(=O)(=O)C1.c1ccncc1",
  "relative_energy_kj_mol": 581.9,
  "elements": ["C", "H", "C", "H", "H", "C", "H", "H", "H", "H", "C", "C", "H", "H", "H", "H", "C", "H", "S", "C", "H", "O", "H", "O", "C", "N", "C", "O", "C", "H", "H", "H", "H", "C", "O", "H", "C", "C", "C"],
  "positions_angstrom": [[-1.718, -0.917, -1.506], [-6.568, 3.887, -2.427], [3.901, -1.779, 0.346], [-0.185, -2.730, 1.883], [1.557, -1.122, 2.896], [4.522, 1.170, 1.314], [-3.440, 0.957, -2.502], [-2.316, -1.316, -2.372], [2.825, 0.629, 2.704], [-1.506, -0.729, 1.783], [-6.442, 0.714, -1.296], [-1.164, -0.665, -0.439], [4.238, -0.551, 2.702], [2.035, 0.831, 0.192], [4.351, -2.412, 1.166], [4.979, 1.811, 2.142], [-4.445, 1.276, -2.246], [-0.025, 0.202, 1.213], [5.156, -0.636, -0.424], [-4.888, 2.553, -2.553], [-7.998, 2.198, -1.274], [6.362, -1.453, -0.698], [3.931, 1.883, 0.652], [5.639, 0.560, 0.619], [2.768, -0.836, 1.016], [-5.195, 0.355, -1.626], [1.729, -1.648, 1.911], [4.685, -0.022, -1.671], [-0.644, -0.735, 1.056], [-4.236, 3.257, -3.053], [-7.026, -0.050, -0.793], [3.450, -2.418, -0.483], [0.483, -2.508, 0.210], [3.591, 0.113, 2.039], [2.189, -0.098, -0.067], [2.223, -2.654, 2.145], [-6.981, 1.963, -1.561], [-6.184, 2.898, -2.203], [0.347, -1.978, 1.204]],
  "lowdin_charge": [0.052, 0.104, -0.107, 0.116, 0.117, -0.205, 0.075, 0.059, 0.129, 0.114, -0.157, -0.119, 0.142, 0.110, 0.122, 0.140, -0.157, 0.092, 0.717, -0.074, 0.100, -0.325, 0.134, -0.234, -0.500, 0.057, -0.132, -0.290, -0.177, 0.101, 0.101, 0.141, 0.121, -0.109, -0.031, 0.126, -0.080, -0.086, -0.188]
}